{"formula": "C90H195FeN10O14", "method": "wB97M-V/def2-TZVPD", "homo_energy_ev": [-7.304, -7.242], "homo_lumo_gap_ha": [0.275, 0.255], "total_energy_ha": -6410.217607, "molar_mass_g_mol": 1697.5, "e_lumo_ev": [0.176, -0.298], "spin_multiplicity": 6, "elements": ["Fe", "C", "C", "C", "C", "C", "C", "N", "O", "C", "C", "C", "H", "H", "H", "H", "H", "H", "H", "H", "H", "H", "H", "H", "H", "H", "H", "H", "H", "H", "C", "C", "C", "C", "C", "C", "N", "O", "C", "C", "C", "H", "H", "H", "H", "H", "H", "H", "H", "H", "H", "H", "H", "H", "H", "H", "H", "H", "H", "C", "C", "C", "C", "C", "C", "N", "O", "C", "C", "C", "H", "H", "H", "H", "H", "H", "H", "H", "H", "H", "H", "H", "H", "H", "H", "H", "H", "H", "O", "H", "H", "O", "H", "H", "O", "H", "H", "O", "H", "H", "C", "C", "C", "C", "C", "C", "N", "O", "C", "C", "C", "H", "H", "H", "H", "H", "H", "H", "H", "H", "H", "H", "H", "H", "H", "H", "H", "H", "H", "H", "C", "C", "C", "C", "C", "C", "N", "O", "C", "C", "C", "H", "H", "H", "H", "H", "H", "H", "H", "H", "H", "H", "H", "H", "H", "H", "H", "H", "H", "H", "C", "C", "C", "C", "C", "C", "N", "O", "C", "C", "C", "H", "H", "H", "H", "H", "H", "H", "H", "H", "H", "H", "H", "H", "H", "H", "H", "H", "H", "H", "C", "C", "C", "C", "C", "C", "N", "O", "C", "C", "C", "H", "H", "H", "H", "H", "H", "H", "H", "H", "H", "H", "H", "H", "H", "H", "H", "H", "H", "H", "C", "C", "C", "C", "C", "C", "N", "O", "C", "C", "C", "H", "H", "H", "H", "H", "H", "H", "H", "H", "H", "H", "H", "H", "H", "H", "H", "H", "H", "H", "C", "C", "C", "C", "C", "C", "N", "O", "C", "C", "C", "H", "H", "H", "H", "H", "H", "H", "H", "H", "H", "H", "H", "H", "H", "H", "H", "H", "H", "H", "C", "C", "C", "C", "C", "C", "N", "O", "C", "C", "C", "H", "H", "H", "H", "H", "H", "H", "H", "H", "H", "H", "H", "H", "H", "H", "H", "H", "H", "H"], "positions_angstrom": [[-18.4172, -15.7888, 23.6809], [-18.5278, -20.1288, 23.6191], [-18.6521, -18.8796, 22.6627], [-19.4553, -19.2840, 21.4126], [-20.9285, -19.6695, 21.7059], [-21.5641, -18.4099, 22.4055], [-20.7931, -17.8344, 23.5965], [-19.3246, -17.7622, 23.3417], [-18.6872, -17.3919, 24.4984], [-21.1158, -18.5921, 24.8769], [-21.2564, -16.3862, 23.7670], [-17.3316, -18.3122, 22.1210], [-17.9710, -19.8768, 24.4980], [-17.9424, -20.8567, 23.0498], [-19.3777, -20.6558, 24.0307], [-18.9702, -20.0858, 20.8248], [-19.4740, -18.4011, 20.7571], [-20.9769, -20.5118, 22.3390], [-21.4510, -19.9070, 20.7821], [-22.5985, -18.5115, 22.7396], [-21.6587, -17.6789, 21.5646], [-21.1019, -19.6339, 24.7160], [-22.1024, -18.2929, 25.2389], [-20.4017, -18.3192, 25.7028], [-20.7935, -15.8876, 22.9701], [-20.7260, -15.9956, 24.6285], [-22.3792, -16.1693, 23.7797], [-16.8723, -18.8361, 21.2640], [-16.6602, -18.1386, 22.9834], [-17.6040, -17.3760, 21.6163], [-16.4582, -11.2594, 23.6686], [-15.2476, -11.5654, 24.4977], [-14.6200, -10.3109, 24.8610], [-13.5441, -10.4521, 25.9114], [-14.0909, -11.1981, 27.1725], [-14.6948, -12.5431, 26.8658], [-15.6308, -12.3008, 25.7398], [-16.2011, -13.5530, 25.3411], [-15.5308, -13.0615, 28.0554], [-13.5539, -13.5341, 26.6265], [-14.3715, -12.3825, 23.5677], [-17.2634, -10.7131, 24.2194], [-16.9290, -12.2264, 23.3276], [-16.1557, -10.7599, 22.7579], [-15.3837, -9.6224, 25.2371], [-14.0762, -9.9320, 24.0400], [-13.2408, -9.5004, 26.2903], [-12.6750, -10.9791, 25.5247], [-14.9461, -10.5966, 27.4918], [-13.3433, -11.2883, 27.9743], [-15.0674, -13.9259, 28.4552], [-16.5021, -13.3924, 27.7515], [-15.7103, -12.3362, 28.8116], [-12.8333, -13.2329, 25.8546], [-14.0548, -14.5366, 26.4488], [-13.0044, -13.3437, 27.5428], [-14.7475, -13.3930, 23.5736], [-13.3320, -12.5079, 23.8779], [-14.4193, -11.9942, 22.5475], [-20.5742, -13.2228, 22.5603], [-19.9903, -13.3058, 21.1286], [-19.8049, -11.8644, 20.5772], [-18.8766, -11.8696, 19.3649], [-17.5397, -12.7050, 19.5826], [-17.7139, -14.0992, 20.1417], [-18.7375, -14.0084, 21.2995], [-18.8170, -15.2612, 21.8715], [-16.3944, -14.7344, 20.6278], [-18.2686, -15.0303, 19.0798], [-21.0430, -14.1441, 20.3590], [-20.7120, -14.2320, 23.0680], [-21.6516, -12.7990, 22.5549], [-19.9394, -12.4822, 23.1872], [-19.1811, -11.4310, 21.3481], [-20.7425, -11.3685, 20.4841], [-18.5944, -10.8131, 19.1089], [-19.3200, -12.3205, 18.4028], [-16.8636, -12.1487, 20.1637], [-17.0963, -12.7964, 18.6262], [-16.6064, -15.7402, 20.8425], [-15.9519, -14.1341, 21.4680], [-15.6929, -14.5297, 19.8053], [-18.7760, -15.8522, 19.6366], [-17.5256, -15.3361, 18.3380], [-19.1095, -14.4947, 18.5339], [-22.0443, -13.8315, 20.6270], [-20.9307, -15.1740, 20.6368], [-21.0074, -14.0228, 19.2653], [-16.4383, -15.6094, 24.0377], [-15.9059, -16.4099, 24.2513], [-16.0724, -14.8405, 24.5209], [-18.8375, -15.6270, 27.7839], [-18.9744, -15.4785, 26.7832], [-19.0633, -16.5637, 27.8632], [-18.6842, -14.3405, 24.9203], [-17.1364, -13.5181, 25.0686], [-19.4420, -13.7390, 24.7520], [-18.7676, -12.0625, 26.9333], [-17.8508, -11.9453, 26.5627], [-18.6820, -13.0226, 27.1046], [-20.3903, -10.5523, 16.4238], [-21.0949, -9.9896, 15.2022], [-21.5538, -11.1742, 14.3311], [-22.8380, -11.9176, 14.7710], [-23.9665, -10.8916, 14.9030], [-23.5904, -9.6730, 15.7993], [-22.2725, -9.0906, 15.3893], [-21.9676, -8.0683, 16.3161], [-24.7126, -8.5587, 15.5311], [-23.6241, -10.2198, 17.3184], [-20.0774, -9.1166, 14.4884], [-20.7818, -11.3906, 16.9416], [-20.2851, -9.7355, 17.1300], [-19.4246, -10.7149, 16.1539], [-21.6845, -10.8228, 13.2740], [-20.6766, -11.8903, 14.3289], [-22.7711, -12.4803, 15.7259], [-23.2005, -12.5864, 13.9810], [-24.8647, -11.3583, 15.2476], [-24.2228, -10.4693, 13.9099], [-24.5043, -7.7624, 16.2129], [-24.6214, -8.1445, 14.5817], [-25.7481, -8.8934, 15.6158], [-23.2852, -11.2493, 17.3433], [-23.1350, -9.6489, 18.1114], [-24.6784, -10.2567, 17.6914], [-19.3355, -9.7600, 14.0384], [-19.6397, -8.4295, 15.1783], [-20.6217, -8.4801, 13.7708], [-21.8119, -8.4687, 17.1812], [-23.1543, -18.2005, 18.7150], [-23.5010, -17.8151, 17.2301], [-23.8732, -16.3139, 17.2647], [-22.6920, -15.4251, 17.2223], [-21.7767, -15.6899, 16.0286], [-21.3053, -17.1300, 16.0478], [-22.4931, -17.9708, 16.1604], [-22.1838, -19.3946, 16.1016], [-20.7389, -17.4729, 14.7005], [-20.2421, -17.4391, 17.1536], [-24.7914, -18.5839, 16.7581], [-24.1391, -18.4388, 19.2237], [-22.5760, -17.4281, 19.2594], [-22.5912, -19.1316, 18.7808], [-24.4555, -16.1589, 16.3542], [-24.5271, -16.1737, 18.1417], [-22.1124, -15.5474, 18.1253], [-22.9902, -14.3862, 17.0920], [-20.9038, -15.0370, 16.0450], [-22.3075, -15.6218, 15.1291], [-19.8716, -16.8592, 14.4833], [-20.3680, -18.4938, 14.6931], [-21.5296, -17.3058, 13.9375], [-20.5165, -17.2895, 18.1848], [-19.8435, -18.4707, 16.9895], [-19.2877, -16.8616, 16.9954], [-25.6394, -18.3458, 17.3073], [-24.5954, -19.6018, 16.8070], [-25.0201, -18.3287, 15.7518], [-21.6929, -19.6593, 16.8831], [-9.6700, -19.8711, 20.1720], [-10.6933, -19.8683, 21.3183], [-10.2534, -18.9281, 22.4277], [-10.2965, -17.4848, 21.9659], [-11.8318, -17.1715, 21.9516], [-12.5245, -17.9575, 20.8575], [-12.0857, -19.4117, 20.9828], [-12.6866, -20.1796, 19.9523], [-13.9810, -17.9777, 21.2005], [-12.3653, -17.3584, 19.5009], [-10.7834, -21.3011, 21.9084], [-9.6366, -18.8195, 19.8130], [-9.9943, -20.5151, 19.3929], [-8.6928, -20.1126, 20.4772], [-10.8309, -19.0726, 23.3306], [-9.2647, -19.2530, 22.7352], [-9.8568, -17.3517, 20.9549], [-9.7626, -16.7881, 22.6047], [-12.0246, -16.1122, 21.6864], [-12.2532, -17.4665, 22.9198], [-14.4473, -17.0116, 21.3053], [-14.5133, -18.4782, 20.3660], [-14.0060, -18.4596, 22.1469], [-12.9616, -17.8865, 18.8165], [-12.8923, -16.4288, 19.4597], [-11.3231, -17.2851, 19.2295], [-11.3281, -21.2021, 22.8201], [-9.8437, -21.7216, 22.1284], [-11.3527, -21.9244, 21.2390], [-12.1268, -19.9680, 19.1931], [-22.5793, -9.4986, 21.2881], [-23.2675, -8.1259, 21.5337], [-24.7942, -8.5111, 21.6544], [-25.6022, -7.3187, 22.1971], [-25.1111, -7.0615, 23.6391], [-23.6073, -6.6419, 23.6278], [-22.8198, -7.6053, 22.8247], [-21.4572, -7.2198, 22.8866], [-23.5509, -5.1921, 23.1918], [-23.1756, -6.7406, 25.0772], [-22.9829, -7.2665, 20.3152], [-21.5413, -9.2882, 21.0646], [-23.0035, -9.9880, 20.3786], [-22.6019, -10.1606, 22.2013], [-25.1205, -8.7551, 20.6184], [-24.9970, -9.3931, 22.3149], [-26.6512, -7.6960, 22.2243], [-25.5760, -6.5377, 21.4376], [-25.2385, -7.9133, 24.2804], [-25.5871, -6.2211, 24.0759], [-22.5376, -4.8935, 23.0241], [-24.1600, -5.0462, 22.2933], [-24.1345, -4.5973, 23.8904], [-23.2379, -7.7625, 25.3807], [-22.0972, -6.4527, 25.1236], [-23.8067, -6.2656, 25.7511], [-21.9031, -7.1718, 20.1385], [-23.3743, -6.2247, 20.4006], [-23.4643, -7.6938, 19.4587], [-21.2567, -6.4210, 22.3109], [-16.5125, -17.9077, 17.1227], [-16.1867, -19.1443, 16.2443], [-17.2131, -19.4561, 15.1992], [-17.2467, -18.5840, 14.0300], [-15.9506, -18.5820, 13.2940], [-14.7440, -18.3464, 14.2440], [-14.9010, -19.1130, 15.5195], [-13.8306, -18.6655, 16.3500], [-13.5052, -18.8547, 13.5684], [-14.5944, -16.8059, 14.4583], [-16.1328, -20.3018, 17.2760], [-17.5781, -18.0536, 17.5023], [-16.4656, -16.9798, 16.6071], [-15.9296, -17.7986, 18.0031], [-17.1927, -20.4999, 14.8830], [-18.1824, -19.4244, 15.7498], [-17.4249, -17.5863, 14.4926], [-17.9583, -18.9747, 13.2920], [-16.0468, -17.8019, 12.5153], [-15.7079, -19.4381, 12.6895], [-13.5370, -19.9546, 13.3150], [-13.2833, -18.2283, 12.7232], [-12.7119, -18.8320, 14.3296], [-13.9575, -16.7214, 15.3362], [-14.3295, -16.3153, 13.4574], [-15.5490, -16.3563, 14.6371], [-17.1436, -20.5085, 17.6706], [-15.5837, -20.0815, 18.1888], [-15.6940, -21.1729, 16.8585], [-13.6049, -19.4138, 16.9095], [-10.0667, -10.1021, 18.8093], [-11.4180, -10.7531, 18.9856], [-12.3842, -9.5322, 18.8286], [-13.7982, -10.0508, 18.5068], [-13.8147, -10.9900, 17.2943], [-12.9334, -12.2625, 17.5104], [-11.6566, -11.7681, 17.9834], [-10.6764, -12.7442, 18.1021], [-13.6846, -13.1840, 18.4943], [-12.6821, -12.8972, 16.1860], [-11.5342, -11.2546, 20.5232], [-9.8949, -9.6779, 17.8898], [-9.3364, -10.8506, 19.1302], [-10.0375, -9.3382, 19.5801], [-12.2637, -8.9727, 19.8102], [-12.0714, -8.8617, 18.0625], [-14.6039, -9.3235, 18.3206], [-14.1714, -10.6708, 19.3445], [-13.3807, -10.4365, 16.4381], [-14.8184, -11.2751, 17.0457], [-14.5349, -13.5681, 17.9144], [-13.0736, -14.1168, 18.6959], [-13.9176, -12.7269, 19.4632], [-12.1460, -13.8628, 16.2653], [-13.5988, -13.1449, 15.6847], [-12.2106, -12.1897, 15.5129], [-11.0167, -10.6143, 21.2583], [-10.9435, -12.2385, 20.6440], [-12.5955, -11.4950, 20.7112], [-10.7670, -13.2226, 18.9385], [-17.5035, -8.1136, 19.1065], [-18.0278, -6.8753, 19.7982], [-19.0195, -7.1797, 20.8783], [-18.4200, -7.6354, 22.1745], [-17.3924, -6.6784, 22.7343], [-16.2555, -6.3355, 21.7561], [-17.0164, -5.9983, 20.4813], [-16.1101, -5.4495, 19.5322], [-15.5262, -5.0948, 22.1274], [-15.2900, -7.5390, 21.6782], [-18.7550, -6.0696, 18.6973], [-17.0827, -8.8874, 19.8042], [-16.6771, -7.8830, 18.4448], [-18.2690, -8.5639, 18.4595], [-19.3604, -6.1409, 21.0717], [-19.8293, -7.8287, 20.6232], [-17.9284, -8.6241, 22.0027], [-19.3071, -7.7959, 22.8459], [-17.0622, -7.0388, 23.7169], [-17.8140, -5.6968, 22.9161], [-16.1787, -4.2163, 21.9462], [-15.2291, -5.1827, 23.2249], [-14.6724, -5.0086, 21.3708], [-14.4548, -7.3705, 21.0060], [-14.8364, -7.6681, 22.6511], [-15.8738, -8.4608, 21.4165], [-18.1196, -5.9539, 17.8411], [-19.1147, -5.1580, 19.1465], [-19.6407, -6.6875, 18.4632], [-15.6121, -6.1002, 19.0204]], "forces_ev_per_angstrom": [[-0.051, 2.126, -0.932], [1.272, 0.377, -1.029], [-0.766, -1.587, -0.170], [-1.087, 0.053, -0.345], [0.415, 2.105, 0.439], [0.154, -0.245, -1.661], [-0.762, -0.004, -0.020], [-1.345, 0.083, -1.065], [0.872, -0.894, 1.427], [0.474, 1.151, 1.107], [-0.692, -0.441, 0.694], [0.030, 0.159, 0.303], [0.640, 0.373, 0.453], [0.026, -0.116, 0.177], [-0.736, 0.343, -0.584], [0.114, 0.296, 0.587], [-0.008, -0.052, -0.043], [-0.023, -1.142, 0.747], [-0.099, 0.076, -0.026], [0.011, -0.507, 0.020], [0.367, -0.033, 0.751], [-0.029, -1.301, 0.023], [-0.044, -0.130, -0.174], [-0.567, -0.344, -0.921], [0.015, 0.702, -1.606], [-0.611, 0.241, 0.742], [1.636, -0.556, 0.168], [-0.006, -0.548, 0.929], [0.119, -0.099, -0.804], [0.045, 0.199, 0.525], [-2.337, -1.298, 0.111], [-0.056, -1.764, -0.242], [0.971, 1.428, 2.016], [-0.280, -1.413, 1.716], [-0.362, 1.091, -0.744], [-0.277, -0.044, -0.730], [-1.325, 0.131, -0.697], [1.261, -0.197, 0.527], [0.032, 0.083, -1.034], [-0.821, -0.133, -0.489], [0.794, -0.781, 0.060], [0.738, -0.120, -0.414], [0.303, 0.847, 0.150], [-0.056, 0.468, -0.077], [0.127, 0.217, -0.236], [-0.059, 0.873, -1.423], [0.444, 0.805, -0.133], [0.192, 0.046, -0.141], [0.231, 0.256, 0.490], [-0.292, 0.148, -0.200], [0.545, -0.750, 0.747], [-0.518, -0.209, -0.421], [0.171, 0.751, 0.670], [-0.554, -0.299, -0.209], [1.361, 0.867, 0.431], [0.256, -1.318, 0.361], [-0.244, -0.368, -0.402], [0.051, 0.455, -0.030], [0.160, -0.033, 0.115], [-1.175, 1.362, 1.363], [-1.981, -1.003, 0.678], [2.222, -2.293, 0.305], [0.416, -0.556, -1.808], [-1.975, 0.523, 0.100], [-1.642, -0.072, 1.061], [3.689, 1.336, -0.659], [-0.846, -1.174, 0.373], [0.066, 3.447, -0.110], [-2.016, 0.403, -0.379], [0.017, 0.993, -0.895], [0.567, 1.761, -0.807], [1.678, -0.392, -0.178], [-0.930, -1.351, -0.787], [-0.158, 0.777, 0.450], [-0.622, 0.400, -0.226], [-0.176, -0.927, 0.137], [0.148, 0.747, 1.478], [0.920, 0.852, 1.125], [0.631, -0.092, -1.166], [0.391, -1.294, 0.331], [-0.595, -0.853, -0.282], [-0.066, -0.818, 0.082], [0.673, 0.064, -0.703], [-0.076, -0.236, 0.226], [1.040, -0.698, 0.359], [-0.302, 0.111, 0.193], [0.094, -0.698, -0.005], [0.273, -0.165, 0.310], [0.966, -2.097, -0.566], [-0.610, 0.872, -0.214], [0.334, 0.594, 0.426], [-0.433, -0.034, -2.381], [0.440, 0.037, 1.954], [0.082, 0.162, 0.208], [-0.766, 0.064, -0.372], [-0.851, 0.626, 0.526], [0.797, -0.489, 0.197], [1.726, -0.835, -0.505], [-1.015, 0.499, 0.373], [-0.655, 0.434, 0.125], [-2.081, 2.011, 0.979], [-1.172, -0.368, -0.261], [0.807, -0.832, -0.852], [-0.466, 0.811, -0.019], [1.112, 1.337, -0.569], [-1.253, -0.426, 0.561], [-0.989, -0.821, 0.831], [0.203, 0.534, -0.404], [1.207, -1.501, 1.832], [-1.320, 0.518, -0.701], [-0.999, 0.042, -0.719], [-0.713, -0.845, 0.199], [-0.045, 0.162, 0.574], [2.899, -0.984, -0.851], [-0.005, -0.269, 0.800], [-0.880, 0.636, -0.198], [0.399, 0.199, -0.625], [0.573, -0.282, 0.215], [-0.633, -0.191, 0.529], [0.289, -0.288, 0.267], [-0.223, 0.612, 0.602], [0.506, 0.479, -1.901], [0.219, -0.363, 0.388], [0.320, -0.073, 0.108], [0.383, 0.143, -0.386], [0.562, 0.054, -0.587], [0.375, 0.094, -0.329], [0.560, 0.345, 0.576], [0.426, -0.502, -0.109], [-0.052, -0.243, 0.119], [-0.627, -0.589, -0.325], [-0.928, 0.953, 0.331], [-0.914, -1.170, -0.641], [0.891, 1.045, -0.471], [0.359, -1.023, 1.851], [0.795, -0.850, 1.137], [-0.995, -1.749, 0.991], [-0.199, 0.921, -0.879], [0.272, 0.042, -0.719], [1.578, -0.097, -1.392], [2.387, 1.242, -0.106], [1.166, 0.597, -0.341], [-0.494, -0.295, -0.277], [0.133, -0.108, -0.061], [-0.273, 0.263, 0.045], [0.248, 0.241, -0.341], [0.223, 0.305, 0.427], [-0.189, 0.214, 0.624], [-0.061, 0.114, -0.133], [-0.880, 0.693, -1.456], [0.106, 0.385, -0.121], [-0.277, -0.195, -0.233], [0.645, -0.309, 0.334], [-0.388, 0.022, 0.308], [-0.654, 0.429, 0.388], [-1.105, -0.051, 0.020], [-1.418, 0.525, 1.480], [0.155, -2.016, 0.077], [0.099, 0.246, -1.007], [0.235, 0.285, 0.513], [-1.729, 2.383, 0.052], [-0.483, -0.479, 0.420], [1.354, -0.056, -0.232], [-1.232, 0.380, -0.112], [1.453, 0.670, -0.820], [0.440, -1.155, 0.835], [0.009, 0.161, 0.384], [0.681, 0.214, -0.022], [-0.711, -0.279, -1.151], [0.618, 0.207, 0.418], [-1.310, 1.489, -0.743], [0.186, -0.799, -0.342], [-0.133, -0.638, -0.848], [1.142, -0.571, 0.572], [-0.569, 0.050, 0.093], [0.503, 0.066, -0.118], [-0.311, -0.073, 0.610], [0.034, -0.050, 0.314], [0.011, -0.358, 0.639], [0.060, 0.420, -0.105], [0.145, 0.706, -0.025], [-0.032, -0.172, 0.876], [-0.790, -0.852, 0.648], [-0.279, -1.277, -1.310], [0.184, 1.133, 0.281], [0.178, 0.239, -0.533], [-0.534, -0.202, 0.760], [1.317, -0.434, 0.046], [-0.060, -0.388, -0.240], [-0.199, -0.249, -0.428], [0.214, 0.023, 0.324], [-0.747, -1.895, 0.407], [0.250, 0.862, -0.231], [-0.958, -2.093, 0.323], [1.324, 0.656, -2.118], [-1.549, -0.666, 0.275], [-0.172, 0.578, 0.805], [0.357, 0.511, -1.096], [-1.249, -0.352, -0.863], [2.653, -0.944, -1.316], [-0.059, 1.572, 0.514], [0.464, -0.184, 0.014], [0.117, 0.188, 0.803], [-0.212, 0.656, -1.032], [0.121, -0.031, 0.662], [0.621, 0.618, -0.561], [0.419, 0.581, 0.055], [0.145, 0.522, 0.565], [-0.218, -0.615, 0.058], [-0.854, 0.682, 0.536], [0.477, 0.741, 0.126], [0.496, -0.106, -0.357], [0.711, 0.289, 0.515], [0.224, -0.988, 0.062], [-0.926, 0.059, 0.503], [-0.969, 1.632, 1.002], [-0.216, -0.138, -0.052], [0.177, -0.676, 0.074], [-0.100, -0.313, -0.651], [-0.729, -1.116, 0.629], [-2.247, -0.812, -0.388], [1.393, 0.131, 1.325], [-2.058, -1.825, 1.589], [-0.148, 0.609, -0.439], [1.104, 0.984, 0.038], [-1.091, 0.808, -0.551], [0.080, -0.181, -0.598], [-0.186, 0.319, 0.516], [0.953, -1.593, 1.014], [-0.035, -0.710, -1.222], [-0.724, 0.604, 0.368], [1.278, 0.292, -0.494], [-0.089, 0.863, -0.619], [0.941, -0.216, 0.635], [0.612, -0.235, 0.083], [0.311, 0.184, -0.419], [-0.409, -0.171, -1.208], [-0.642, 0.785, 0.504], [0.580, 0.110, 0.473], [-0.495, -1.012, 0.104], [-0.415, 1.165, -0.103], [0.340, 0.004, -0.444], [0.171, 0.431, -0.543], [0.386, 0.898, -0.449], [0.520, -0.670, 1.643], [-0.732, 0.175, 0.587], [0.209, -0.091, -0.493], [0.410, 0.414, -0.057], [0.155, -0.979, -0.556], [-0.041, -0.280, -0.133], [0.246, -1.854, 3.218], [-0.964, 1.523, 1.244], [-1.089, -1.136, 1.382], [-0.773, -0.627, 0.470], [1.821, 0.426, -0.061], [-0.872, 1.344, 1.234], [0.818, 0.866, 0.286], [0.549, -0.788, -0.530], [1.143, -1.512, -0.654], [0.027, -1.250, -0.647], [0.871, -1.814, -1.455], [0.416, 0.647, -2.258], [0.462, 0.283, -0.577], [0.219, 0.388, -0.006], [-0.649, -0.522, -1.126], [0.469, 0.380, -0.808], [0.598, 0.318, 0.293], [0.098, 0.460, -0.008], [-0.271, -0.262, 0.175], [-0.563, -0.242, -0.126], [-0.289, 0.218, 0.661], [-0.427, 0.976, -0.078], [-0.286, -0.117, -0.453], [0.115, 0.714, -0.069], [-0.857, -0.164, -0.071], [0.563, -0.064, 0.083], [-0.769, 0.170, -0.434], [-0.926, 1.186, -0.255], [0.575, 0.379, 0.484], [-0.360, 0.055, 0.151], [0.980, -1.278, 0.533], [0.572, 0.096, -0.332], [0.368, 1.842, 0.853], [-0.350, -1.347, 0.457], [0.013, 0.615, 0.325], [-1.411, -1.879, -1.023], [0.715, -0.276, -0.656], [-0.281, 0.754, -0.132], [1.159, 0.758, 0.056], [-0.934, -0.264, -0.397], [-0.344, -1.063, 1.275], [-0.671, 0.533, -0.533], [0.271, 0.235, -0.306], [0.067, 0.027, 0.348], [-0.740, -0.492, 0.138], [-0.484, -0.319, -0.644], [-0.414, 0.380, 0.310], [1.212, 0.030, -0.200], [0.402, 0.024, -0.288], [-0.692, 0.194, 0.240], [0.372, -0.440, 0.399], [0.022, 0.384, -1.515], [-0.764, 0.157, 1.606], [-0.037, -0.074, -0.470], [0.008, -0.160, 0.420], [0.868, 0.706, 0.202], [0.074, 0.405, -0.471], [0.085, 0.615, -0.258], [0.309, 0.338, -0.316], [-0.161, -0.692, 0.341]]}